14
Properties=species:S:1:pos:R:3 method="wB97M-V/def2-TZVPD" homo_energy_ha=-0.344 lumo_ev=1.0 smiles="C=N.CCO" spin_multiplicity=1 homo_lumo_gap_ev=10.37 e_above_lowest_kj_mol=249.36 e_tot_ev=-6792.471
C -3.09 -0.96 -0.64
N -2.31 -0.67 0.32
H -4.17 -0.81 -0.52
H -2.68 -1.48 -1.51
H -2.70 -0.92 1.23
H 1.91 -1.15 -0.54
C 2.03 0.76 -0.42
O 1.69 -0.43 -1.14
C 1.26 0.82 0.89
H 1.69 1.60 -1.03
H 3.11 0.77 -0.29
H 0.20 0.66 0.70
H 1.40 1.77 1.40
H 1.66 0.05 1.55